A cluster of 13 separate species, C41H73N5O8 in total in a non-equilibrium geometry. Source: the OMol25 dataset; level of theory: ωB97M-V/def2-TZVPD.

```
! RIJCOSX wB97M-V def2-TZVPD def2/J DEFGRID3
* xyz 0 1
N -5.171 -2.609 -0.276
O -0.943 -3.287 -2.172
H -4.393 1.510 0.909
H -2.843 1.504 -4.902
H 3.073 -2.682 -4.630
C -2.166 -5.725 1.158
H -4.243 4.012 1.536
C -0.110 -4.271 -1.630
H -4.896 1.660 -3.682
H 0.633 -1.846 -4.043
H 1.051 -4.702 -3.404
O -3.552 3.305 -3.285
N -0.622 -0.531 -0.822
C 0.282 1.698 -1.007
C 1.762 0.874 5.359
H -2.952 0.398 4.837
C -0.974 -5.515 1.820
H 2.993 4.211 0.390
H 0.253 2.784 0.899
H -0.059 -6.091 1.629
H 3.062 5.238 2.703
H -1.123 -1.105 1.147
O -3.152 1.793 2.463
H 1.170 -0.469 -5.064
H 6.251 0.669 -0.471
C 1.861 0.296 3.942
C 5.524 1.413 -0.156
H -2.326 -6.589 0.588
C -3.066 -3.701 2.056
H 5.865 1.241 1.951
H 0.525 2.510 -1.627
H 2.478 -1.104 -0.805
H -3.629 -1.176 6.349
C 3.723 3.365 0.312
C -3.636 2.081 -5.335
C -0.103 0.465 -1.541
H -0.816 -2.423 -1.820
H -4.308 1.526 -5.957
H -3.717 -2.796 -3.310
H 1.062 -2.170 -5.594
C 4.365 2.777 1.391
C 1.723 6.261 3.926
H 1.731 -3.349 -2.406
H 6.035 3.030 -6.602
H -1.035 4.700 5.225
H -2.006 -1.687 5.829
H -3.306 2.920 -5.959
H 4.149 3.143 2.448
H 4.245 3.094 -4.709
C -4.279 -2.586 -1.209
H 6.503 1.436 -5.986
H 1.710 -2.002 1.261
C -0.318 0.801 1.115
H 2.385 1.765 5.579
H -0.598 -5.217 -1.774
C -0.738 -0.355 0.509
C 5.305 1.774 1.175
C 5.675 2.057 -6.222
C 2.177 5.106 3.334
C 1.191 -4.368 -2.337
H -3.817 -2.915 1.983
C 1.336 -1.512 -4.773
H 3.832 -0.818 0.124
H -2.687 1.549 0.409
C -3.128 -0.618 4.420
C 0.513 6.116 4.729
H -0.065 -4.087 3.123
O -2.152 -0.926 3.438
H 0.095 6.998 5.229
H -7.900 -3.060 -2.144
C -6.871 -2.911 -1.894
C 2.599 -2.442 0.885
O 3.054 -0.524 3.838
C 0.146 1.861 0.387
H 0.118 -4.096 -0.545
C -0.103 4.880 4.785
H -7.165 -2.842 0.254
H 3.549 3.339 -1.846
C -3.280 -4.839 1.275
H -3.209 -2.561 -0.872
C 4.006 2.928 -0.984
H 3.113 -1.023 4.663
H 3.863 -2.295 -0.887
C -3.456 2.031 1.122
C 2.836 -1.664 -4.544
H 1.857 -5.076 -1.794
C 0.450 3.825 4.047
H 5.057 1.561 -3.030
C -0.949 -4.338 2.548
H 0.042 2.819 4.117
H -4.157 -4.922 0.616
H 0.106 0.260 -2.642
H -3.971 3.502 -2.464
H -2.178 -1.924 3.339
C -4.443 2.612 -4.145
O 3.562 -2.601 1.915
H 0.735 1.311 5.487
H -2.711 0.953 2.555
O 5.059 1.291 -3.973
N 1.597 3.867 3.373
H -6.177 -3.140 -3.908
H -0.299 0.902 2.174
C -3.025 -1.587 5.558
C -6.424 -2.779 -0.617
N -1.913 -3.422 2.646
H -3.806 3.713 -0.173
H -3.319 -2.621 5.279
H 1.009 -0.391 3.762
N 4.916 1.958 -1.224
H 5.942 3.133 -4.461
C -4.558 -2.730 -2.583
H 1.997 1.019 3.168
H -4.148 -0.680 3.982
H 2.087 7.237 3.732
H 3.104 -1.268 -3.554
C -3.532 3.534 0.849
C 3.223 -1.662 -0.239
C 5.148 2.459 -4.804
O 3.506 -0.889 -5.560
H -5.302 3.192 -4.457
H 1.953 0.215 6.127
H -2.544 3.930 1.119
H 4.077 -0.258 -5.079
H 2.320 -3.403 0.510
H 3.720 -1.729 2.280
H 4.959 1.454 -6.831
C -5.881 -2.953 -2.919
*
```

Calculated values
- Gap between HOMO and LUMO: 0.365 hartree


A cluster of 3 separate species, C41H74ClF13N2O6S2 in total in a non-equilibrium geometry. Source: the OMol25 dataset; level of theory: ωB97M-V/def2-TZVPD.

```
! RIJCOSX wB97M-V def2-TZVPD def2/J DEFGRID3
* xyz 0 3
C 3.593 -12.762 2.838
C -2.483 5.648 1.211
H 2.294 -15.036 3.073
C 3.926 7.082 -2.859
H -3.755 -1.038 -1.867
F 0.238 -6.402 4.692
H -4.394 1.537 -0.259
F 1.664 -6.194 2.969
H -1.007 -1.788 0.113
C -2.339 5.168 2.641
H 1.630 -14.234 1.642
O -2.934 3.672 -2.439
C -4.791 -0.976 -2.212
H 1.033 -13.262 5.098
F -1.612 1.880 -2.999
H 2.235 11.594 -1.897
F 2.273 -5.552 5.010
C -0.379 2.262 2.081
O 0.400 4.013 -3.890
F 2.267 3.267 -4.702
H -2.966 0.072 -3.900
H 1.886 10.563 -4.340
C 1.419 -10.440 3.278
H -5.466 4.849 0.983
H -1.301 4.962 2.897
H 5.442 10.170 -3.317
N 1.263 -11.827 2.734
C 1.629 -14.242 2.732
H 0.962 8.070 -4.359
C -0.457 -3.327 2.329
H 2.937 -10.006 1.778
C -2.409 3.339 0.014
F 1.388 2.191 -3.038
O 2.390 8.953 -1.011
H 1.589 5.689 -2.482
H -5.095 2.390 -3.012
H 0.020 3.220 1.743
C 0.064 -1.873 0.301
H 1.440 -3.121 1.374
H 2.670 -8.715 2.949
C -1.836 3.232 -3.174
C 2.742 -9.796 2.830
C 2.029 -12.909 4.812
C 1.913 7.537 -4.307
S 1.060 -5.201 4.058
H -3.532 5.838 1.001
O -2.155 3.448 -4.501
C 2.131 -12.915 3.286
H 3.966 6.124 -3.383
H -0.687 -9.923 3.054
C -5.071 1.552 -2.312
C 1.117 2.905 -4.145
C 1.602 6.677 -2.029
H 5.932 7.700 -3.335
H -5.237 4.094 -1.761
F -1.496 -4.915 3.730
H 3.891 12.015 -2.361
C 0.619 -0.583 0.912
H 0.247 -4.014 0.456
H -3.179 1.051 -1.379
H 3.596 11.023 -0.931
O 0.029 -12.183 2.635
H -1.127 2.451 2.848
H 0.303 -10.713 5.093
H 3.307 -11.232 5.318
C 0.290 -9.584 2.720
H 3.603 -10.115 3.410
C -0.555 3.998 -2.834
F -0.164 -2.434 3.307
H -4.991 -1.899 -2.759
Cl -1.701 7.276 1.072
H 0.432 -8.560 3.063
C -0.431 -4.766 2.951
H -4.238 -0.530 -4.977
H -2.921 3.100 0.949
C 4.915 8.072 -3.473
H 1.731 6.498 -4.583
H 2.578 7.949 -5.059
H 0.581 7.060 -1.981
H 0.621 -14.469 3.070
H 1.560 -9.491 5.192
H 4.764 8.144 -4.553
H 0.966 1.351 0.016
F 0.499 2.075 -5.003
H -5.973 0.134 -3.589
C 3.261 11.229 -1.944
H -0.850 5.035 -2.696
H 4.125 -13.691 3.040
H -5.010 3.156 1.022
N 2.429 8.960 -2.299
C 1.335 -10.488 4.805
H 5.124 9.380 -1.781
H -0.776 4.690 0.379
H 0.297 -9.588 1.629
H -1.960 5.290 -0.800
H 0.434 1.691 2.524
F -0.507 -5.659 1.968
C 2.261 -11.530 5.430
C -4.578 4.167 -0.897
H 2.746 -13.631 5.208
H 0.534 -1.990 -0.679
H -4.035 1.197 -4.790
H 2.076 -11.579 6.504
C -0.950 1.519 0.868
H -4.186 5.185 -0.938
C 0.127 0.669 0.176
C -3.414 3.191 -1.152
F -1.774 -3.153 2.021
H -3.023 1.232 2.070
C 3.361 10.001 -2.839
S -2.259 0.357 1.410
F 1.932 -4.027 3.430
C 0.388 -3.141 1.091
H 3.433 11.398 -4.480
H -0.115 3.646 -1.911
C 4.788 9.449 -2.820
H 1.708 -0.625 0.815
H 4.133 -11.975 3.357
C -5.401 3.945 0.379
H -6.046 1.550 -1.813
H 3.291 9.751 -5.036
C -3.978 0.247 -4.254
H -2.932 4.261 2.791
H -6.425 3.666 0.132
H -2.204 2.591 -4.938
H 4.217 6.889 -1.821
C -1.837 4.773 0.149
H -5.422 -0.939 -1.322
F 0.507 -4.209 5.158
H 0.415 -0.527 1.981
O -1.336 2.414 -0.158
H -0.255 0.400 -0.809
C -3.981 1.770 -1.242
H 1.973 6.580 -1.011
H 3.648 -12.568 1.766
C -4.994 0.241 -3.109
C 2.966 10.438 -4.260
H -2.739 5.916 3.323
C 2.481 7.581 -2.879
*
```

Calculated values
- Gap between HOMO and LUMO (alpha / beta): 0.309 / 0.350 hartree


A cluster of 7 separate species, C41H74F4O11S in total in a non-equilibrium geometry. Source: the OMol25 dataset; level of theory: ωB97M-V/def2-TZVPD.

```
! RIJCOSX wB97M-V def2-TZVPD def2/J DEFGRID3
* xyz 0 1
H -2.906 -3.383 -5.820
O 5.215 -0.017 -1.495
H 3.347 1.159 -3.018
H 9.028 -0.093 4.108
C 4.172 -4.964 -4.751
H 4.988 -1.280 1.543
H 3.661 -0.943 -4.577
H -5.231 -3.383 -3.822
O -4.255 8.063 6.326
H 1.047 -0.401 -3.111
H -5.570 -2.519 -0.274
H -1.590 -6.143 -0.125
C 4.985 -1.178 -2.300
H 3.354 -2.547 -2.206
H -5.673 -1.089 0.951
O 6.866 -1.329 3.022
C -3.323 -3.244 -4.817
C -2.909 8.195 6.777
H -7.253 1.054 -1.386
H 1.729 3.112 -2.618
H 2.777 1.594 -0.985
H -4.561 -3.385 -1.387
H -3.752 0.668 -1.850
H -7.414 0.941 0.366
H 6.734 -0.403 3.253
H -1.551 -4.014 -1.872
C -2.333 -0.728 4.737
H 4.856 -4.117 -4.699
H -4.906 0.278 1.675
O 1.308 6.383 5.055
C 0.021 0.188 0.809
H -4.376 7.158 6.023
O -2.636 -2.663 3.273
H -3.182 -0.221 4.277
O -0.981 -4.689 1.244
H 1.724 2.426 0.776
C 0.267 6.571 2.870
H -5.126 1.650 -0.121
C -0.193 1.639 0.508
O 2.869 -4.418 -4.946
H 8.936 -1.750 4.694
C 1.013 2.332 -0.045
O 4.996 0.922 0.459
C 8.237 -1.498 2.672
C -1.132 -0.696 0.498
H 0.531 -2.442 -1.812
H 2.456 -2.145 -4.196
H 2.252 5.837 3.302
H 2.977 -0.917 -1.689
H -0.422 7.333 3.237
H 8.359 -2.545 2.398
H 5.550 -2.040 -1.958
C 1.557 6.602 3.667
C 1.478 2.052 -2.586
C 4.567 -5.897 -5.880
C -2.400 -0.166 0.772
H -7.171 -0.522 -0.642
C -4.924 -0.329 0.783
H 10.206 -1.288 3.545
H 0.800 3.342 -0.376
C -1.399 2.146 0.759
O -2.627 -4.085 -3.895
H -5.358 0.803 -2.495
F -0.971 5.012 -1.261
C -2.445 1.231 1.311
C -3.422 -2.215 -0.021
H 0.450 6.746 1.809
H 5.386 -0.924 -3.277
H -0.226 5.607 2.981
O -3.221 1.597 2.151
C 2.400 1.271 -3.549
H -1.433 -0.396 4.213
H -5.335 -2.864 -5.514
H 0.889 5.521 5.139
H -2.260 -0.418 5.781
H 3.660 -1.631 0.463
H -2.070 8.567 4.828
C 2.904 -1.220 -3.844
C -3.564 -0.919 0.521
H 5.572 -6.293 -5.729
H -2.033 6.876 5.308
H -0.251 -5.193 1.612
H 1.457 0.477 -1.135
O 1.053 -0.185 1.295
F -1.485 2.946 -1.823
H -2.777 -4.998 -4.161
H -4.824 -0.766 -1.972
H 4.205 -5.492 -3.792
H -2.809 4.315 -1.263
C 1.833 -0.134 -3.817
H -2.971 -4.601 -1.090
S 0.643 -2.559 -0.478
C -2.017 -4.136 -0.901
H -1.839 -2.415 2.791
H 8.465 -0.885 1.793
H 1.347 -0.126 -4.795
H -3.409 -2.551 5.136
H -0.884 8.016 6.026
H -0.186 -5.198 -0.565
C -4.814 -3.525 -4.820
H -3.126 -2.219 -4.506
C 4.727 -1.410 0.504
C -6.908 0.525 -0.500
H 3.872 -6.737 -5.947
C -4.766 0.293 -1.735
C -1.167 -5.138 -0.095
H -4.691 -3.946 0.265
C -1.751 3.587 0.494
F -0.842 4.385 1.122
C -5.383 0.620 -0.368
C -2.146 -2.763 -0.298
H 4.537 -5.371 -6.835
C -1.000 -1.981 -0.043
C 9.161 -1.138 3.820
C -1.803 3.978 -1.018
H 2.553 1.817 -4.473
C 1.705 1.535 -1.166
H -2.747 7.524 7.628
H -1.652 -2.750 5.085
H -2.800 9.220 7.129
H 2.044 7.572 3.581
C 3.489 -1.495 -2.454
F -2.960 3.927 0.989
C -1.910 7.898 5.675
H -5.012 -4.558 -5.114
H 5.295 -2.236 0.093
H 0.460 1.878 -2.928
C -4.635 -3.053 -0.353
H 2.246 -5.150 -4.983
C -2.502 -2.233 4.625
C 4.984 -0.094 -0.169
*
```

Calculated values
- SMILES string: CC(=O)OCCCCCCCCC1=C(C(F)(F)C(F)F)C(=O)c2c(CC(C)C)c(C)c(CCO)c(S)c2C1=O.CCO.CCO.CCO.CCO.CCO.CCO
- Gap between HOMO and LUMO: 0.302 hartree